(1)
The following is a quantum chemistry calculation of an isolated molecule of C4H10N2O2 in a non-equilibrium geometry, from the OMol25 dataset.

XYZ file:
```
18
C4H10N2O2 ωB97M-V/def2-TZVPD
O 0.48 0.87 -0.54
O -1.17 -0.36 0.07
N 1.70 0.05 -0.48
N 0.39 -1.11 -2.14
C -1.13 1.83 0.84
C -0.82 -1.48 0.78
C -0.23 0.61 0.49
C 1.58 -0.79 -1.63
H -0.38 -2.17 -0.03
H -1.37 2.51 -0.19
H 2.58 -1.24 -2.01
H -0.07 -1.41 1.56
H 0.35 0.47 1.35
H -1.73 -2.12 1.22
H -0.31 -0.32 -1.75
H -0.36 2.64 1.47
H 2.58 0.68 -0.40
H -2.09 1.34 1.39
```

As for the energy above the lowest of the compared OMol25 structures with the same formula, charge and spin: 169.87 kcal per mole. The value obtained for the HOMO-LUMO gap is 10.4 eV. The total energy comes out at -11379.5367 eV. The total charge is 0. As for the structure (SMILES): [H]/N=C\NO[C@@H](C)OC. For the maximum force, the calculation gives 6.8 eV/A.

---

(2)
The following is a quantum chemistry calculation of a 2-piece molecular cluster, C3H8NO2S overall in a non-equilibrium geometry, from the OMol25 dataset.

XYZ file:
```
15
C3H8NO2S ωB97M-V/def2-TZVPD
S 0.88 -1.41 -0.64
O 3.87 1.27 -1.20
O -3.02 1.07 0.11
N -2.26 -0.82 -0.72
C 0.40 -0.55 0.87
C -2.07 0.28 0.05
C -0.76 0.49 0.75
H -3.15 -0.94 -1.16
H -1.66 -1.61 -0.90
H 3.15 0.71 -0.89
H -0.31 1.35 0.22
H 1.20 -0.07 1.46
H 4.69 0.84 -1.47
H -1.04 0.64 1.82
H 0.07 -1.24 1.70
```

As for the energy above the lowest of the compared OMol25 structures with the same formula, charge and spin: 25.12 kcal per mole. The value obtained for the HOMO-LUMO gap (spin up / spin down) is 2.4 / 5.8 eV. The total energy comes out at -19658.5844 eV. The total charge is -2. Its spin multiplicity is 2. For the maximum force, the calculation gives 1.9 eV/A.

---

(3)
The following is a quantum chemistry calculation of an isolated molecule of C3H3Cl3 in a non-equilibrium geometry, from the OMol25 dataset.

XYZ file:
```
9
C3H3Cl3 ωB97M-V/def2-TZVPD
Cl 0.64 1.42 2.01
Cl -1.03 -2.36 0.27
Cl 2.60 1.28 -0.26
C -1.10 -0.52 -0.13
C 0.21 -0.09 -0.52
C 1.18 0.91 0.52
H 0.78 -0.19 -1.45
H -1.48 0.14 0.54
H -1.79 -0.59 -0.98
```

As for the energy above the lowest of the compared OMol25 structures with the same formula, charge and spin: 66.02 kcal per mole. The value obtained for the HOMO-LUMO gap (spin up / spin down) is 7.8 / 8.4 eV. The total energy comes out at -40723.4458 eV. The total charge is 0. As for the structure (SMILES): ClCC=C(Cl)Cl. For the maximum force, the calculation gives 9.1 eV/A.

---

Copy entry 2 word for word.
The following is a quantum chemistry calculation of a 2-piece molecular cluster, C3H8NO2S overall in a non-equilibrium geometry, from the OMol25 dataset.

XYZ file:
```
15
C3H8NO2S ωB97M-V/def2-TZVPD
S 0.88 -1.41 -0.64
O 3.87 1.27 -1.20
O -3.02 1.07 0.11
N -2.26 -0.82 -0.72
C 0.40 -0.55 0.87
C -2.07 0.28 0.05
C -0.76 0.49 0.75
H -3.15 -0.94 -1.16
H -1.66 -1.61 -0.90
H 3.15 0.71 -0.89
H -0.31 1.35 0.22
H 1.20 -0.07 1.46
H 4.69 0.84 -1.47
H -1.04 0.64 1.82
H 0.07 -1.24 1.70
```

As for the energy above the lowest of the compared OMol25 structures with the same formula, charge and spin: 25.12 kcal per mole. The value obtained for the HOMO-LUMO gap (spin up / spin down) is 2.4 / 5.8 eV. The total energy comes out at -19658.5844 eV. The total charge is -2. Its spin multiplicity is 2. For the maximum force, the calculation gives 1.9 eV/A.

---

maximum force of number 1 (C4H10N2O2)? 6.8 eV/A

---

Which of these has the lowest total energy? C3H3Cl3